Density functional theory data (ωB97M-V/def2-TZVPD) for an isolated molecule of C11H8Cl2F3NO2S2.

Orbital gap   8.61 eV
DFT total energy   -71987.8065 eV

```
! RIJCOSX wB97M-V def2-TZVPD def2/J DEFGRID3
* xyz 0 1
O -0.519 -2.635 -2.696
S -0.062 -1.421 -1.997
O 0.070 -0.288 -2.954
N -1.209 -1.250 -0.781
C -1.366 -0.086 -0.107
C -0.450 0.984 -0.110
C -0.668 2.164 0.642
C -1.836 2.225 1.532
C -2.156 3.499 2.360
F -2.987 4.210 1.685
F -2.722 3.091 3.503
F -1.068 4.314 2.690
C -2.685 1.097 1.602
C -2.423 -0.034 0.837
C 1.522 -1.675 -1.191
C 1.574 -2.572 -0.184
Cl 0.256 -3.762 0.119
S 3.076 -2.652 0.685
C 3.888 -1.700 -0.699
Cl 4.649 -2.966 -1.879
C 2.766 -0.946 -1.493
H -1.985 -1.878 -0.798
H 0.558 0.923 -0.541
H 0.160 2.938 0.587
H -3.641 1.136 2.072
H -3.127 -0.853 0.862
H 4.587 -0.996 -0.263
H 2.725 0.054 -0.955
H 3.072 -0.921 -2.528
*
```

Density functional theory data (ωB97M-V/def2-TZVPD) for a structure of composition C51H53N4O6Sc.

Orbital gap   6.22 eV
Energy above the lowest of the compared OMol25 structures with the same formula, charge and spin   0.00 kcal per mole
DFT total energy   -92697.4976 eV

```
! RIJCOSX wB97M-V def2-TZVPD def2/J DEFGRID3
* xyz 0 1
Sc 0.282 0.429 0.052
N -0.658 0.248 2.411
C -1.173 1.582 2.721
C -1.603 1.795 4.184
C -2.928 2.550 4.317
C -2.839 4.065 4.162
N -2.376 4.694 5.414
C -1.281 5.416 5.624
N -1.173 6.085 6.790
N -0.320 5.486 4.728
C -0.164 2.598 2.169
O 0.013 3.684 2.745
O 0.410 2.262 1.094
H -1.341 -0.465 2.633
H 0.209 0.046 2.902
H -2.056 1.708 2.080
H -0.813 2.297 4.751
H -1.733 0.807 4.625
H -3.389 2.341 5.288
H -3.619 2.168 3.560
H -3.817 4.488 3.938
H -2.162 4.336 3.355
H -2.995 4.586 6.201
H -1.960 6.193 7.402
H -0.337 6.593 7.009
H -0.227 4.754 3.986
H 0.485 6.057 4.914
C 3.530 -4.559 -2.746
C 2.689 -4.232 -1.535
C 2.492 -5.438 -0.627
O 3.305 -3.169 -0.839
C 2.251 -2.438 -0.240
C 1.119 -2.492 -1.299
O 1.400 -3.740 -1.927
C 0.796 -1.360 -2.328
O 0.825 -0.147 -1.641
C -0.627 -1.594 -2.898
C -1.329 -2.788 -2.780
C -2.574 -2.941 -3.386
C -3.125 -1.910 -4.128
C -2.427 -0.713 -4.251
C -1.198 -0.558 -3.636
C 1.707 -1.299 -3.568
C 1.756 -2.333 -4.504
C 2.506 -2.203 -5.663
C 3.204 -1.028 -5.921
C 3.136 0.014 -5.010
C 2.388 -0.121 -3.846
C 2.711 -1.150 0.468
O 1.540 -0.639 1.051
C 3.446 -0.111 -0.394
C 3.314 1.238 -0.072
C 4.003 2.216 -0.774
C 4.873 1.862 -1.796
C 5.036 0.521 -2.102
C 4.324 -0.456 -1.417
C 3.660 -1.598 1.610
C 3.072 -2.069 2.783
C 3.844 -2.527 3.840
C 5.229 -2.525 3.743
C 5.825 -2.060 2.580
C 5.048 -1.602 1.522
H 4.480 -4.986 -2.423
H 3.715 -3.657 -3.326
H 3.009 -5.284 -3.374
H 3.459 -5.843 -0.330
H 1.925 -6.205 -1.156
H 1.937 -5.155 0.268
H 1.850 -3.025 0.596
H 0.187 -2.602 -0.734
H -0.907 -3.627 -2.242
H -3.106 -3.879 -3.282
H -4.090 -2.034 -4.604
H -2.848 0.107 -4.820
H -0.661 0.379 -3.725
H 1.191 -3.238 -4.332
H 2.533 -3.018 -6.376
H 3.784 -0.925 -6.830
H 3.665 0.940 -5.201
H 2.327 0.690 -3.134
H 2.702 1.529 0.771
H 3.872 3.258 -0.504
H 5.418 2.622 -2.342
H 5.704 0.224 -2.902
H 4.453 -1.493 -1.687
H 1.992 -2.059 2.858
H 3.364 -2.886 4.743
H 5.837 -2.879 4.566
H 6.905 -2.048 2.492
H 5.537 -1.238 0.629
C -7.019 -0.728 0.908
C -6.369 0.492 1.052
C -5.002 0.588 0.837
C -4.249 -0.528 0.467
C -4.914 -1.749 0.343
C -6.282 -1.851 0.553
C -2.776 -0.465 0.270
C -2.009 0.488 -0.287
C -2.655 1.635 -0.982
C -3.659 1.434 -1.940
C -4.255 2.494 -2.601
C -3.870 3.803 -2.327
C -2.865 4.026 -1.399
C -2.257 2.956 -0.749
H -8.087 -0.803 1.068
H -6.933 1.375 1.328
H -4.508 1.549 0.937
H -4.343 -2.628 0.063
H -6.776 -2.808 0.438
H -2.277 -1.348 0.683
H -3.968 0.420 -2.158
H -5.029 2.300 -3.336
H -4.334 4.633 -2.845
H -2.534 5.037 -1.192
H -1.449 3.155 -0.058
*
```

Density functional theory data (ωB97M-V/def2-TZVPD) for a cluster of 2 separate species, C2FI2O2 in total.

Orbital gap   6.97 eV
Energy above the lowest of the compared OMol25 structures with the same formula, charge and spin   14.18 kcal per mole
DFT total energy   -25088.6393 eV

```
! RIJCOSX wB97M-V def2-TZVPD def2/J DEFGRID3
* xyz -1 1
C 1.747 1.016 1.343
C -1.475 -0.323 -0.515
O 2.282 0.026 1.640
O 1.331 2.054 1.103
F -2.438 -1.159 -0.337
I -1.808 0.246 -2.802
I 0.362 -1.860 -0.433
*
```

Density functional theory data (ωB97M-V/def2-TZVPD) for an isolated molecule of C21H19ClN4O3.

Orbital gap   7.81 eV
Energy above the lowest of the compared OMol25 structures with the same formula, charge and spin   112.92 kcal per mole
DFT total energy   -46705.8161 eV

```
! RIJCOSX wB97M-V def2-TZVPD def2/J DEFGRID3
* xyz 0 1
C 0.176 1.959 -6.784
C 1.000 1.910 -5.480
N 2.254 2.142 -5.481
N 2.597 2.525 -4.164
C 1.603 2.265 -3.306
O 1.915 2.094 -2.161
C 0.472 1.972 -4.106
C -0.842 1.749 -3.870
C -1.520 1.641 -2.481
C -2.677 0.922 -2.404
C -3.321 0.493 -1.270
C -2.836 1.122 -0.062
O -3.354 0.756 1.171
C -3.798 -0.654 1.417
C -2.623 -1.609 1.780
O -2.664 -2.778 1.356
N -1.536 -1.121 2.489
N -0.472 -1.893 2.906
C 0.223 -1.675 3.979
C -0.057 -0.531 4.910
C 1.662 -2.186 3.788
C 2.687 -1.181 3.819
C 4.005 -1.465 3.366
C 4.410 -2.879 3.132
Cl 6.029 -3.149 2.625
C 3.400 -3.910 3.165
C 2.037 -3.541 3.476
C -1.749 1.914 0.005
C -1.065 2.232 -1.261
H 0.048 2.966 -7.161
H -0.811 1.501 -6.538
H 0.730 1.395 -7.541
H 3.533 2.269 -3.849
H -1.585 1.614 -4.669
H -3.093 0.526 -3.343
H -4.064 -0.248 -1.366
H -4.540 -0.518 2.192
H -4.350 -1.120 0.623
H -1.592 -0.191 2.802
H -0.037 0.375 4.400
H -1.089 -0.486 5.287
H 0.728 -0.339 5.695
H 2.299 -0.158 3.918
H 4.623 -0.642 3.141
H 3.636 -4.960 2.865
H 1.180 -4.272 3.440
H -1.354 2.298 0.968
H -0.219 2.866 -1.419
*
```

Density functional theory data (ωB97M-V/def2-TZVPD) for an isolated molecule of C2H4OS3.

Orbital gap (spin up / spin down)   7.19 / 7.18 eV
Energy above the lowest of the compared OMol25 structures with the same formula, charge and spin   77.94 kcal per mole
DFT total energy   -36688.6809 eV

```
! RIJCOSX wB97M-V def2-TZVPD def2/J DEFGRID3
* xyz 0 1
C -0.306 -0.745 -1.091
C 0.488 0.976 1.005
O -1.139 1.592 -1.337
S 2.258 -0.474 -0.669
S 1.888 1.325 0.077
S -1.095 0.633 -0.262
H -0.530 -0.675 -2.177
H -0.575 -1.591 -0.514
H 0.770 0.147 1.677
H 0.389 1.822 1.719
*
```

- Which of these has the highest DFT total energy?
  C2FI2O2